C33H36N6O4PbSi | the ωB97M-V functional and the def2-TZVPD basis

```
81
Properties=species:S:1:pos:R:3:forces:R:3:lowdin_charge:R:1
Pb 0.12917 -0.95664 0.01908 0.01 -0.07 -0.02 1.429
C -2.14343 -3.02689 3.95029 0.01 -0.01 0.01 -0.021
O -1.27574 -3.99145 3.28358 -0.01 0.01 0.03 0.045
C -0.44239 -3.27680 2.53850 0.01 0.01 -0.02 -0.348
N -0.56471 -2.00842 2.49951 -0.01 -0.05 0.06 0.072
C -1.76126 -1.67326 3.30869 0.00 0.03 -0.07 -0.231
C -2.81456 -1.05335 2.41684 -0.01 0.01 0.04 -0.218
C -3.36645 0.18230 2.73120 0.01 0.00 -0.01 -0.039
C -4.32120 0.75912 1.90289 0.00 -0.01 0.00 -0.063
C -4.73022 0.10122 0.75304 -0.01 0.01 0.01 -0.076
C -4.18756 -1.13841 0.43460 0.01 -0.02 0.00 -0.069
C -3.23580 -1.71232 1.26371 -0.02 0.00 -0.02 -0.073
C 0.57039 -4.01825 1.75150 -0.02 -0.03 0.03 -0.162
C 0.91568 -5.34002 2.00073 0.02 0.01 -0.02 0.055
C 1.89852 -5.91764 1.20984 0.00 0.02 -0.01 0.016
C 2.49654 -5.17091 0.20122 0.01 -0.04 0.01 0.054
C 2.06954 -3.86595 0.02591 0.04 0.02 -0.04 -0.167
N 1.13121 -3.30477 0.78246 -0.04 0.02 0.04 0.071
C 2.59743 -2.95058 -1.01132 -0.11 -0.03 0.08 -0.321
N 2.10906 -1.78496 -1.19779 0.00 0.03 0.00 0.025
C 2.88633 -1.13128 -2.26221 0.08 0.00 -0.03 -0.226
C 3.85003 -2.26050 -2.71562 -0.06 -0.02 0.04 0.001
O 3.60891 -3.34292 -1.75670 0.03 0.04 -0.09 0.068
C 2.02503 -0.59745 -3.38072 0.03 0.05 -0.01 -0.200
C 2.45412 0.52066 -4.08773 0.01 0.02 0.01 -0.020
C 1.74346 0.96671 -5.19290 -0.01 -0.02 0.00 -0.078
C 0.58280 0.31149 -5.58563 0.00 0.03 -0.01 -0.086
C 0.13807 -0.79113 -4.86991 -0.02 -0.02 0.00 -0.065
C 0.86071 -1.24760 -3.77542 0.02 -0.05 -0.01 -0.043
H -1.91977 -3.06934 5.01348 -0.02 -0.01 0.00 0.138
H -3.17227 -3.32577 3.77035 0.00 0.00 -0.01 0.140
H -1.48249 -0.95131 4.07673 0.02 0.00 0.00 0.145
H -3.05789 0.69417 3.63608 0.00 0.00 0.00 0.118
H -4.75489 1.71533 2.16408 0.00 0.00 0.00 0.110
H -5.48902 0.53970 0.11802 0.00 0.00 0.00 0.113
H -4.52338 -1.66653 -0.44852 0.00 0.00 0.00 0.112
H -2.83314 -2.69007 1.01612 0.00 0.00 0.00 0.118
H 0.42892 -5.88862 2.79435 0.00 0.00 0.00 0.136
H 2.19998 -6.94231 1.37854 0.00 0.00 0.00 0.132
H 3.26557 -5.58637 -0.43457 0.00 0.01 0.00 0.137
H 3.44006 -0.30345 -1.81336 0.00 0.00 -0.01 0.149
H 4.90189 -2.00006 -2.65578 0.00 0.01 0.00 0.141
H 3.60994 -2.64284 -3.70522 0.01 -0.02 0.00 0.142
H 3.35847 1.03564 -3.78442 0.00 0.00 0.01 0.127
H 2.10633 1.81480 -5.75976 0.01 0.01 0.00 0.117
H 0.03925 0.64822 -6.45949 0.00 -0.02 0.00 0.115
H -0.75406 -1.31822 -5.18294 0.00 0.01 0.00 0.113
H 0.53062 -2.14159 -3.25638 0.00 0.02 0.02 0.110
N 1.93463 -0.41883 1.60879 0.02 0.07 -0.04 -0.040
N 2.73103 0.60032 1.05209 0.11 -0.07 0.08 0.013
C 2.13219 1.49772 0.14755 -0.16 -0.01 -0.01 -0.741
O 2.67737 2.56514 -0.05818 0.06 0.03 0.00 0.059
O 1.03848 1.07782 -0.40022 -0.05 -0.02 -0.06 -0.283
H 1.53052 -0.15275 2.50506 -0.01 -0.01 0.01 0.087
H 2.48838 -1.25878 1.73831 0.01 0.01 -0.01 0.099
H 3.40970 1.03171 1.66484 -0.01 0.00 0.02 0.153
C -2.24999 4.45171 2.74949 -0.03 0.01 0.06 -0.152
Si -0.76192 3.70151 1.94255 0.01 0.04 -0.03 0.474
C 0.61754 4.92541 1.74060 0.07 0.00 0.06 -0.162
C -0.14389 2.14298 2.77932 -0.02 -0.06 0.03 -0.135
N -1.43154 3.01095 0.43228 -0.08 -0.07 -0.03 0.148
C -1.08442 2.94920 -0.79124 0.09 0.05 -0.01 -0.329
C -1.96421 2.23994 -1.72289 0.00 0.01 0.05 0.055
C -1.68004 2.20816 -3.04630 0.03 0.01 -0.05 -0.018
C -0.51950 2.87309 -3.51339 -0.07 -0.07 -0.03 0.045
C 0.39180 3.51024 -2.67299 0.04 0.04 0.10 -0.009
C 0.14025 3.54549 -1.33040 -0.01 0.02 -0.06 0.072
H -1.98585 4.86607 3.72505 0.02 -0.01 0.00 0.048
H -3.04221 3.71671 2.89608 0.00 -0.01 -0.02 0.023
H -2.65289 5.27120 2.15163 0.00 -0.01 -0.02 0.046
H 0.85205 5.33658 2.72706 -0.02 0.02 -0.01 0.051
H 0.34088 5.76948 1.10577 0.00 0.00 -0.01 0.049
H 1.53634 4.47184 1.36121 -0.03 0.01 -0.03 0.025
H -0.14083 2.27162 3.86418 0.01 0.03 0.00 0.055
H 0.88212 1.95836 2.45786 0.03 0.01 0.01 0.014
H -0.77015 1.27940 2.54105 -0.01 0.03 -0.01 0.009
H -2.85011 1.78486 -1.29589 0.01 0.00 -0.01 0.123
H -2.32771 1.71463 -3.75723 -0.01 -0.01 0.01 0.125
H -0.33381 2.87873 -4.58020 0.01 0.01 0.00 0.121
H 1.28510 3.96358 -3.07863 -0.01 0.00 -0.01 0.134
H 0.83289 4.01453 -0.64819 0.00 0.01 0.02 0.095
```
Forces are in eV/Å.

Results
- M (Da) = 815.975
- energy above the lowest of the compared OMol25 structures with the same formula, charge and spin (eV) = 0.027
- E (Eh) = -2390.524503
- lowest unoccupied orbital energy (Eh) = -0.287
- F_max (eV Å⁻¹) = 0.161
- total charge = +2
- highest occupied orbital energy (eV) = -14.128
- frontier orbital gap (eV) = 6.33